Entry 1:
{
  "formula": "C9H5N3",
  "method": "wB97M-V/def2-TZVPD",
  "species": ["N", "C", "C", "C", "N", "C", "C", "C", "C", "N", "C", "C", "H", "H", "H", "H", "H"],
  "positions_angstrom": [[4.5374, -0.9752, 0.2989], [3.5456, -0.4667, 0.1102], [2.1661, -0.0520, -0.1347], [2.0812, 1.4308, -0.3981], [1.9516, 2.5456, -0.7466], [1.1727, -0.7696, 0.0832], [-0.3133, -0.3784, -0.0327], [-1.2504, -1.2118, -0.4352], [-2.5898, -0.8051, -0.5131], [-3.0490, 0.3223, 0.0430], [-2.0925, 1.1213, 0.5733], [-0.7566, 0.7867, 0.6215], [1.2565, -1.6102, 0.4345], [-0.8932, -1.9667, -0.8375], [-3.4212, -1.4329, -1.2256], [-2.3360, 1.8781, 1.0733], [-0.0090, 1.5837, 1.0857]],
  "forces_ev_per_a": [[2.2, -0.7, 0.4], [-2.8, 0.2, -0.5], [5.8, 6.2, -0.5], [-0.7, 1.2, -1.6], [0.5, -2.9, 1.2], [-7.8, 5.1, -2.6], [3.1, 3.1, 3.3], [-4.4, 4.8, 1.1], [-2.6, -0.9, -1.6], [1.0, -0.4, -0.8], [2.0, -6.9, -2.8], [2.0, 2.2, -0.1], [1.3, -9.2, 3.2], [2.3, -7.7, -3.9], [2.5, 1.6, 2.5], [-2.6, 6.4, 3.7], [-1.7, -2.0, -1.0]],
  "mulliken_charge": [-0.364, -0.116, 0.795, -0.006, -0.420, -0.818, 0.593, -0.713, -0.111, -0.569, -0.576, -0.234, 0.785, 0.699, 0.226, 0.590, 0.240],
  "largest_force_ev_per_a": 9.8,
  "e_homo_ev": -10.2,
  "gap_ev": 9.32,
  "smiles": "N#CC(C#N)=Cc1ccncc1"
}


Entry 2:
{
  "formula": "C9H5N3S",
  "method": "wB97M-V/def2-TZVPD",
  "species": ["N", "C", "C", "S", "N", "C", "C", "C", "C", "C", "C", "C", "N", "H", "H", "H", "H", "H"],
  "positions_angstrom": [[0.6257, -0.0047, 2.7609], [-0.1768, 0.0071, 1.9524], [-1.4129, -0.0557, 1.0898], [-2.9047, -0.3174, 1.7666], [-1.2313, 0.0853, -0.2265], [0.0101, 0.4840, -0.8766], [0.1328, 1.7200, -1.4643], [1.2928, 2.0159, -2.2236], [2.3773, 1.1058, -2.2064], [2.2533, -0.1529, -1.6026], [1.0834, -0.4488, -0.9506], [0.9711, -1.7690, -0.2297], [0.9056, -2.7481, 0.2996], [-2.1294, 0.4172, -0.8924], [-0.5493, 2.3369, -1.4847], [1.3618, 2.9484, -2.5297], [3.2331, 1.4334, -2.6952], [3.2725, -0.8239, -1.4322]],
  "forces_ev_per_a": [[1.0, 0.1, 0.6], [-2.5, -0.3, -1.5], [-0.4, -0.2, 1.4], [1.1, 0.3, -0.2], [-1.5, 2.3, -3.9], [0.2, -1.3, 0.6], [7.4, -6.1, -1.3], [-0.2, -5.3, 3.4], [-2.5, 0.4, 0.1], [3.5, -0.3, 0.5], [-1.1, -1.5, 1.5], [0.3, 5.8, -3.2], [-0.3, -4.1, 2.2], [2.9, -1.6, 3.0], [-7.0, 6.1, 0.2], [0.6, 4.1, -2.0], [1.7, 0.1, -0.7], [-3.1, 1.6, -0.8]],
  "mulliken_charge": [-0.329, 0.095, 0.274, -0.268, -0.151, 0.091, -0.784, -0.749, -0.392, -0.505, 0.968, -0.168, -0.391, 0.366, 0.760, 0.498, 0.442, 0.244],
  "largest_force_ev_per_a": 9.7,
  "e_homo_ev": -9.3,
  "gap_ev": 8.48,
  "smiles": "N#CC(=S)Nc1ccccc1C#N"
}


ΔE to the lowest compared entry with this formula, charge and spin? In order: 3.414 0.698 eV.